No. 1
This record from OMol25 describes the molecule C15H22FNO3. The level of theory is the ωB97M-V functional and the def2-TZVPD basis.

Calculated values
LUMO level, eV: 0.84
Multiplicity: 1
SMILES: Fc1ccc(OCCOCCNC[C@H]2CCCO2)cc1
Frontier orbital gap, eV: 9.19
Relative energy (zero: lowest compared OMol25 entry of this formula, charge and spin), eV: 1.015
Largest force on an atom, eV/A: 0.65

Atoms and positions in Å:
1 F -3.986 -3.920 0.555
2 C -4.054 -2.590 0.310
3 C -4.942 -2.126 -0.645
4 C -5.005 -0.771 -0.890
5 C -4.189 0.119 -0.188
6 C -3.300 -0.370 0.765
7 C -3.235 -1.731 1.014
8 H -2.551 -2.123 1.750
9 H -2.648 0.294 1.308
10 O -4.347 1.435 -0.511
11 C -3.614 2.419 0.180
12 C -2.117 2.443 -0.176
13 O -1.377 2.123 0.983
14 C 0.018 2.282 0.861
15 C 0.696 1.194 0.020
16 N 2.125 1.444 -0.004
17 H 2.501 1.352 0.936
18 C 2.886 0.569 -0.871
19 H 2.423 0.564 -1.862
20 C 3.010 -0.883 -0.356
21 C 4.041 -1.694 -1.151
22 H 4.149 -1.324 -2.168
23 C 5.307 -1.524 -0.314
24 H 6.017 -2.337 -0.444
25 C 4.729 -1.479 1.099
26 H 5.338 -0.904 1.800
27 O 3.464 -0.853 0.995
28 H 4.598 -2.496 1.496
29 H 5.799 -0.581 -0.552
30 H 3.750 -2.744 -1.186
31 H 2.021 -1.357 -0.372
32 H 3.888 0.999 -0.954
33 H 0.420 0.211 0.432
34 H 0.338 1.244 -1.013
35 H 0.258 3.267 0.439
36 H 0.398 2.237 1.885
37 H -1.933 1.717 -0.980
38 H -1.820 3.437 -0.537
39 H -4.090 3.357 -0.113
40 H -3.709 2.297 1.265
41 H -5.686 -0.372 -1.624
42 H -5.569 -2.821 -1.181

These are the Mulliken partial charges, in e, on atoms 1 to 5: -0.34 0.31 -0.46 -0.52 0.41

=====

No. 2
This record from OMol25 describes a cluster of 2 separate species, C15H22INO6 in total in a non-equilibrium geometry. The level of theory is the ωB97M-V functional and the def2-TZVPD basis.

Calculated values
LUMO level, eV: -0.61
Multiplicity: 1
SMILES: COCCCCCCC(=O)O[C@H](O)I.O=[N+]([O-])c1ccccc1
Frontier orbital gap, eV: 8.88
Relative energy (zero: lowest compared OMol25 entry of this formula, charge and spin), eV: 5.743
Largest force on an atom, eV/A: 5.41

Atoms and positions in Å:
1 C 1.913 1.118 3.429
2 O 0.734 1.893 3.121
3 C 0.813 2.526 1.818
4 C 0.027 1.747 0.656
5 C 0.458 0.213 0.456
6 C -0.761 -0.835 0.718
7 C -1.354 -0.683 2.226
8 C -2.812 -1.326 2.402
9 C -3.990 -0.437 1.734
10 O -4.258 -0.729 0.535
11 O -4.694 0.562 2.480
12 C -4.188 1.885 2.250
13 O -3.587 2.076 0.963
14 I -2.838 2.612 3.832
15 H 2.855 1.426 2.863
16 H 2.181 1.165 4.550
17 H 1.724 0.002 3.187
18 H 1.898 2.809 1.530
19 H 0.273 3.545 1.935
20 H -1.087 1.733 0.969
21 H 0.064 2.365 -0.320
22 H 1.394 -0.101 1.036
23 H 0.742 0.099 -0.661
24 H -1.569 -0.785 -0.084
25 H -0.274 -1.885 0.670
26 H -1.268 0.383 2.631
27 H -0.642 -1.319 2.881
28 H -2.797 -2.325 1.821
29 H -3.058 -1.621 3.490
30 H -5.102 2.589 2.293
31 H -3.495 3.041 0.761
32 C 1.731 -1.578 -5.814
33 C 1.637 -2.728 -5.035
34 C 2.083 -2.716 -3.718
35 C 2.619 -1.543 -3.189
36 C 2.723 -0.391 -3.965
37 C 2.276 -0.413 -5.282
38 N 3.067 -1.518 -1.795
39 O 2.978 -2.553 -1.149
40 O 3.501 -0.464 -1.355
41 H 1.376 -1.589 -6.840
42 H 1.212 -3.633 -5.455
43 H 2.005 -3.618 -3.122
44 H 3.143 0.524 -3.562
45 H 2.350 0.480 -5.894

These are the Mulliken partial charges, in e, on atoms 1 to 5: -0.60 -0.26 -0.61 0.09 -0.17

=====

No. 3
This record from OMol25 describes the molecule C15H22N2 in a non-equilibrium geometry. The level of theory is the ωB97M-V functional and the def2-TZVPD basis.

Calculated values
LUMO level, eV: 0.83
Multiplicity: 1
SMILES: CN(C)/C=N/C1(c2ccccc2)CCCCC1
Frontier orbital gap, eV: 8.99
Relative energy (zero: lowest compared OMol25 entry of this formula, charge and spin), eV: 3.263
Largest force on an atom, eV/A: 3.53

Atoms and positions in Å:
1 N 0.606 -0.666 -0.040
2 C 1.552 -0.133 0.711
3 C -2.711 1.230 3.218
4 C -2.858 2.120 2.133
5 C -2.104 -0.090 3.145
6 C -2.255 1.704 0.973
7 C -1.507 -0.352 1.969
8 C -1.478 0.524 0.855
9 N 2.800 -0.757 0.986
10 C 3.844 0.007 1.676
11 C 3.205 -2.007 0.443
12 C -0.500 -0.372 -3.499
13 C 0.324 0.794 -2.798
14 C -1.012 -1.461 -2.528
15 C -0.350 1.307 -1.443
16 C -1.671 -0.852 -1.204
17 C -0.677 0.080 -0.440
18 H 1.376 0.926 1.207
19 H -3.079 1.396 4.199
20 H -3.284 3.102 2.158
21 H -2.137 -0.975 3.824
22 H -2.328 2.363 0.062
23 H -1.002 -1.260 1.834
24 H 4.419 -0.662 2.382
25 H 4.534 0.568 0.997
26 H 3.433 0.807 2.360
27 H 3.580 -1.738 -0.524
28 H 3.894 -2.522 1.085
29 H 2.291 -2.658 0.302
30 H 0.142 -0.780 -4.263
31 H -1.328 0.160 -3.896
32 H 0.310 1.743 -3.381
33 H 1.422 0.509 -2.582
34 H -0.252 -2.088 -2.184
35 H -1.703 -2.012 -3.095
36 H -1.265 1.862 -1.652
37 H 0.343 2.079 -1.037
38 H -2.574 -0.276 -1.454
39 H -2.002 -1.622 -0.498

These are the Mulliken partial charges, in e, on atoms 1 to 5: -0.44 0.02 -0.39 -0.89 -0.72

=====

No. 4
This record from OMol25 describes the molecule C15H22N2O. The level of theory is the ωB97M-V functional and the def2-TZVPD basis.

Calculated values
LUMO level, eV: 0.45
Multiplicity: 1
SMILES: CCN1CCN(CC(=O)c2ccc(C)cc2)CC1
Frontier orbital gap, eV: 8.52
Relative energy (zero: lowest compared OMol25 entry of this formula, charge and spin), eV: 1.529
Largest force on an atom, eV/A: 0.60

Atoms and positions in Å:
1 C -4.523 -0.401 0.791
2 H -4.537 -0.906 -0.171
3 H -3.936 -0.989 1.493
4 H -5.544 -0.350 1.162
5 C -3.963 1.022 0.661
6 N -2.612 1.196 0.186
7 C -1.525 0.787 1.046
8 C -1.025 -0.642 0.796
9 N -0.659 -0.777 -0.603
10 C -0.030 -2.053 -0.876
11 C 1.281 -2.226 -0.122
12 O 1.541 -3.276 0.427
13 C 2.212 -1.079 -0.100
14 C 2.099 0.019 -0.951
15 C 3.010 1.054 -0.871
16 C 4.051 1.029 0.051
17 C 4.165 -0.071 0.895
18 C 3.263 -1.111 0.819
19 H 3.350 -1.968 1.471
20 H 4.971 -0.109 1.615
21 C 5.017 2.168 0.147
22 H 4.662 2.892 0.881
23 H 5.997 1.821 0.466
24 H 5.114 2.679 -0.809
25 H 2.915 1.899 -1.538
26 H 1.301 0.065 -1.672
27 H -0.678 -2.912 -0.620
28 H 0.194 -2.111 -1.947
29 C -1.821 -0.539 -1.439
30 C -2.326 0.891 -1.195
31 H -3.217 1.077 -1.797
32 H -1.535 1.579 -1.520
33 H -1.525 -0.638 -2.487
34 H -2.619 -1.275 -1.239
35 H -0.137 -0.822 1.407
36 H -1.792 -1.383 1.080
37 H -1.829 0.898 2.088
38 H -0.684 1.465 0.853
39 H -4.609 1.588 -0.019
40 H -4.015 1.507 1.641

These are the Mulliken partial charges, in e, on atoms 1 to 5: -0.94 0.21 0.23 0.43 -0.60

=====

No. 5
This record from OMol25 describes the molecule C15H22N2O2S. The level of theory is the ωB97M-V functional and the def2-TZVPD basis.

Calculated values
LUMO level, eV: 0.63
Multiplicity: 1
SMILES: O=C(CSc1ccccc1)NCCCN1CCOCC1
Frontier orbital gap, eV: 9.08
Relative energy (zero: lowest compared OMol25 entry of this formula, charge and spin), eV: 1.076
Largest force on an atom, eV/A: 0.53

Atoms and positions in Å:
1 O -1.749 -2.530 -2.216
2 C -1.740 -1.322 -2.326
3 N -0.718 -0.531 -1.962
4 H -0.847 0.471 -2.014
5 C 0.433 -1.028 -1.247
6 C 0.282 -0.860 0.267
7 H 0.016 0.174 0.492
8 H -0.527 -1.498 0.626
9 C 1.579 -1.242 0.980
10 N 2.674 -0.373 0.580
11 C 3.978 -1.000 0.708
12 C 5.039 -0.055 0.141
13 O 5.040 1.182 0.814
14 C 3.774 1.789 0.726
15 C 2.682 0.887 1.303
16 H 1.714 1.377 1.190
17 H 2.874 0.729 2.380
18 H 3.841 2.722 1.288
19 H 3.538 2.010 -0.326
20 H 6.038 -0.475 0.268
21 H 4.841 0.104 -0.930
22 H 3.983 -1.931 0.137
23 H 4.222 -1.225 1.761
24 H 1.838 -2.265 0.698
25 H 1.422 -1.222 2.071
26 H 0.532 -2.086 -1.495
27 H 1.324 -0.491 -1.581
28 C -2.918 -0.589 -2.966
29 H -3.831 -1.170 -2.834
30 H -2.726 -0.486 -4.036
31 S -3.181 1.112 -2.386
32 C -3.579 0.935 -0.667
33 C -3.889 2.112 0.010
34 C -4.205 2.073 1.353
35 C -4.213 0.864 2.032
36 C -3.905 -0.303 1.355
37 C -3.587 -0.277 0.007
38 H -3.352 -1.201 -0.496
39 H -3.910 -1.249 1.874
40 H -4.460 0.833 3.082
41 H -4.447 2.989 1.871
42 H -3.881 3.046 -0.530

These are the Mulliken partial charges, in e, on atoms 1 to 5: -0.67 0.43 -0.03 0.30 -0.96

=====

No. 6
This record from OMol25 describes the molecule C15H22N2O3 in a non-equilibrium geometry. The level of theory is the ωB97M-V functional and the def2-TZVPD basis.

Calculated values
LUMO level, eV: 0.33
Multiplicity: 1
SMILES: CC[C@H](C)[C@H](N)C(=O)N[C@@H](Cc1ccccc1)C(=O)O
Frontier orbital gap, eV: 9.36
Relative energy (zero: lowest compared OMol25 entry of this formula, charge and spin), eV: 10.608
Largest force on an atom, eV/A: 6.49

Atoms and positions in Å:
1 C 2.488 1.182 -0.202
2 C 1.180 0.938 0.501
3 C 3.512 0.160 0.114
4 C 3.820 -0.360 1.542
5 C 2.933 -1.101 -0.761
6 C 4.295 -1.842 -1.421
7 C -1.075 0.171 0.234
8 C -0.942 -1.197 0.927
9 C -1.995 0.111 -1.001
10 C -3.578 0.128 -0.776
11 C -4.261 -1.102 -0.587
12 C -4.276 1.316 -0.750
13 C -5.535 -0.972 0.120
14 C -5.468 1.354 0.188
15 C -6.126 0.224 0.762
16 H 3.166 3.012 0.923
17 H 3.905 3.072 -0.844
18 H 2.316 0.902 -1.287
19 H 4.326 0.683 -0.600
20 H 2.976 -0.975 1.811
21 H 4.807 -1.020 1.771
22 H 3.735 0.518 2.316
23 H 2.334 -1.822 0.101
24 H 2.264 -0.812 -1.807
25 H 5.130 -1.120 -1.743
26 H 3.942 -2.475 -2.125
27 H 4.765 -2.726 -0.694
28 H 0.199 0.658 -1.208
29 H -1.329 0.922 0.951
30 H -1.867 1.109 -1.652
31 H -1.516 -0.536 -1.826
32 H -3.787 -2.133 -0.471
33 H -3.911 2.371 -1.016
34 H -6.062 -1.975 0.413
35 H -5.780 2.401 0.522
36 H -7.015 0.165 1.639
37 H 0.073 -0.259 2.000
38 N 2.945 2.688 -0.166
39 N 0.159 0.753 -0.285
40 O 1.199 0.868 1.838
41 O -1.275 -2.198 0.214
42 O -0.670 -1.081 2.338

These are the Mulliken partial charges, in e, on atoms 1 to 5: 0.06 0.51 0.16 -1.24 -0.18